# 1
The following is a quantum chemistry calculation of C18H9IrN3O5S as an isolated structure, from OMol25.

Element x y z (Å)
Ir 0.342 0.127 -0.785
S 3.396 3.641 -1.688
O 0.084 -0.433 -2.773
O -0.701 -2.067 -5.161
O -2.085 -4.203 -1.084
O -2.075 -4.509 -4.016
O -0.633 -1.534 -0.412
N -0.432 1.286 1.746
N 0.494 0.516 1.171
N 1.589 1.586 -1.186
C -2.121 1.620 -1.504
C 2.352 2.452 -1.396
C 2.523 -0.275 4.146
C 3.532 -1.052 3.593
C -2.439 2.501 1.142
C -0.921 -2.329 -3.982
C -3.341 2.866 0.160
C -1.224 1.249 -0.520
C 1.495 0.009 1.985
C 3.522 -1.292 2.224
C -0.912 -2.138 -1.584
C -0.534 -1.553 -2.771
C -1.353 1.677 0.818
C -1.588 -3.544 -3.495
C 2.521 -0.769 1.428
C -3.193 2.437 -1.158
C -1.612 -3.355 -1.764
C 1.513 0.255 3.365
H 0.730 0.857 3.796
H 2.522 -0.077 5.212
H -1.980 1.282 -2.522
H -2.552 2.840 2.163
H -3.907 2.738 -1.913
H 4.302 -1.887 1.766
H -4.178 3.500 0.423
H 2.548 -0.962 0.361
H 4.317 -1.461 4.216

As for the charge: -1. The calculation puts the lowest unoccupied orbital energy (alpha / beta) at 2.14 / -0.20 eV. As for the spin multiplicity: 5. For the energy above the lowest of the compared OMol25 structures with the same formula, charge and spin, the calculation gives 0.0 kcal per mole. The molecular weight comes out at 571.6 g mol⁻¹. The HOMO-LUMO gap (alpha / beta) comes out at 6.06 / 5.30 eV. The total energy comes out at -1734.27633 Ha.

***

# 2
The following is a quantum chemistry calculation of a 2-piece molecular cluster, CH5PS2 overall at a distorted geometry, from OMol25.

Element x y z (Å)
S 4.009 -0.597 -0.836
S 0.142 0.755 -0.502
P 4.912 0.406 0.548
C -1.375 0.146 0.395
H 0.001 1.993 -0.323
H 3.737 0.866 1.238
H -1.482 0.939 1.155
H -0.932 -0.670 0.820
H -2.194 -0.064 -0.259

The calculation puts the lowest unoccupied orbital energy at -1.40 eV. For the energy above the lowest of the compared OMol25 structures with the same formula, charge and spin, the calculation gives 51.2 kcal per mole. The molecular weight comes out at 112.2 g mol⁻¹. The HOMO-LUMO gap comes out at 7.37 eV. Its SMILES is P=S.CS. The total energy comes out at -1178.76528 Ha.

***

# 3
The following is a quantum chemistry calculation of a 2-piece molecular cluster, C2H8N3Si overall at a distorted geometry, from OMol25.

Element x y z (Å)
Si -0.405 0.019 -0.278
N 2.615 -0.312 1.553
N 2.797 -0.368 0.478
N 1.170 -0.493 -0.673
C -1.682 -1.248 0.106
C -0.355 1.787 0.118
H -0.059 2.424 -0.766
H -2.768 -0.904 0.319
H 1.517 0.198 -1.344
H -1.260 -1.656 1.089
H 1.462 -1.434 -1.115
H -1.810 -2.060 -0.601
H -1.421 2.008 0.176
H 0.200 2.039 0.939

As for the charge: +1. The calculation puts the lowest unoccupied orbital energy (alpha / beta) at -3.82 / -8.76 eV. As for the spin multiplicity: 3. For the energy above the lowest of the compared OMol25 structures with the same formula, charge and spin, the calculation gives 0.0 kcal per mole. The molecular weight comes out at 102.2 g mol⁻¹. The HOMO-LUMO gap (alpha / beta) comes out at 6.78 / 7.36 eV. The total energy comes out at -534.35911 Ha.

***

# 4
The following is a quantum chemistry calculation of a single C4H3NS molecule at a distorted geometry, from OMol25.

Element x y z (Å)
S -2.529 -0.123 -0.005
N 1.254 -0.865 -0.065
C -0.119 1.044 -0.179
C 1.104 0.595 0.045
C -0.998 -0.143 -0.183
C -0.019 -1.257 -0.073
H 1.979 1.034 0.200
H -0.303 -2.321 0.139
H -0.369 2.036 0.122

The calculation puts the lowest unoccupied orbital energy at -1.82 eV. For the energy above the lowest of the compared OMol25 structures with the same formula, charge and spin, the calculation gives 22.1 kcal per mole. The molecular weight comes out at 97.1 g mol⁻¹. The HOMO-LUMO gap comes out at 7.46 eV. Its SMILES is S=C1C=CN=C1. The total energy comes out at -607.07273 Ha.

***

# 5
The following is a quantum chemistry calculation of C16H21BiF5NO7 as an isolated structure, from OMol25.

Element x y z (Å)
Bi 0.586 0.018 -0.331
F -0.822 -1.932 -1.443
F -2.878 -3.558 -2.226
F -5.044 -3.883 -0.592
F -3.091 -0.988 2.552
F -5.122 -2.602 1.793
O 1.951 -1.859 0.708
O 1.266 2.360 -0.033
O 3.250 0.424 -0.123
O -2.957 1.145 -0.712
O -0.918 -0.623 0.939
O -0.917 1.096 -1.661
O 1.217 0.554 1.950
N -4.298 1.397 -2.841
C -2.944 -2.944 -1.050
C 1.421 1.919 2.345
C -1.932 -1.437 0.561
C -4.038 -3.107 -0.221
C 3.334 1.542 -1.008
C -2.820 1.272 -3.063
C 1.741 -1.772 2.138
C 2.059 -0.391 2.645
C -2.194 1.161 -1.669
C 3.342 -1.916 0.307
C 3.675 -0.820 -0.681
C 2.646 2.700 -0.336
C -3.035 -1.621 1.385
C 0.808 2.787 1.272
C -4.077 -2.445 1.000
C -1.919 -2.118 -0.638
H 3.099 -0.113 2.467
H 2.644 3.563 -1.000
H 2.351 -2.515 2.651
H -4.373 1.338 -1.796
H 2.863 1.299 -1.971
H 0.691 -2.004 2.299
H 3.977 -1.846 1.189
H 4.375 1.811 -1.204
H 1.848 -0.341 3.715
H 3.172 -0.987 -1.645
H 4.751 -0.817 -0.868
H 3.516 -2.882 -0.167
H -4.837 0.648 -3.274
H 1.048 3.838 1.431
H 3.166 2.962 0.584
H -0.277 2.673 1.252
H -4.676 2.288 -3.160
H -2.440 2.143 -3.590
H 0.920 2.104 3.296
H 2.491 2.098 2.468
H -2.600 0.381 -3.646

As for the charge: +2. The calculation puts the lowest unoccupied orbital energy at -6.26 eV. For the energy above the lowest of the compared OMol25 structures with the same formula, charge and spin, the calculation gives 0.0 kcal per mole. The molecular weight comes out at 643.3 g mol⁻¹. The HOMO-LUMO gap comes out at 7.83 eV. The total energy comes out at -1917.06835 Ha.

***

Question: What is the molecular weight in the fourth record?
Answer: 97.1 g mol⁻¹

***

What did the third record say?
The following is a quantum chemistry calculation of a 2-piece molecular cluster, C2H8N3Si overall at a distorted geometry, from OMol25.

Element x y z (Å)
Si -0.405 0.019 -0.278
N 2.615 -0.312 1.553
N 2.797 -0.368 0.478
N 1.170 -0.493 -0.673
C -1.682 -1.248 0.106
C -0.355 1.787 0.118
H -0.059 2.424 -0.766
H -2.768 -0.904 0.319
H 1.517 0.198 -1.344
H -1.260 -1.656 1.089
H 1.462 -1.434 -1.115
H -1.810 -2.060 -0.601
H -1.421 2.008 0.176
H 0.200 2.039 0.939

As for the charge: +1. The calculation puts the lowest unoccupied orbital energy (alpha / beta) at -3.82 / -8.76 eV. As for the spin multiplicity: 3. For the energy above the lowest of the compared OMol25 structures with the same formula, charge and spin, the calculation gives 0.0 kcal per mole. The molecular weight comes out at 102.2 g mol⁻¹. The HOMO-LUMO gap (alpha / beta) comes out at 6.78 / 7.36 eV. The total energy comes out at -534.35911 Ha.

***

Question: Which value of molecular weight does entry 4 give?
Answer: 97.1 g mol⁻¹